Record 1
An isolated molecule of C2H5Br2P, computed with wB97M-V/def2-TZVPD.

The calculation puts the molar mass at 219.844 g mol⁻¹. The total energy comes out at -5568.5255 Ha. The energy above the lowest of the compared OMol25 structures with the same formula, charge and spin comes out at 2.653 eV. For the HOMO energy, the calculation gives -9.57 eV. The LUMO energy comes out at 0.4204 eV. As for the spin multiplicity: 1. Its HOMO-LUMO gap is 9.993 eV. The SMILES is PCC(Br)Br.

Last column: natural (NBO) charge in e.
Cartesian coordinates (Å):
C1 0.12526 -0.46851 0.16749  -0.748
C2 -1.17427 -0.02384 -0.42022  -0.341
P1 1.60300 0.60215 -0.37992  0.329
Br1 -1.59327 1.80430 0.14980  0.040
Br2 -2.51844 -1.38385 0.04694  0.037
H1 0.17860 -0.46286 1.25293  0.247
H2 0.45301 -1.54737 0.08952  0.265
H3 -1.21473 0.12240 -1.61617  0.262
H4 2.45722 -0.15809 0.15964  -0.055
H5 1.68362 1.51567 0.55000  -0.036

=====

Record 2
A structure of composition C3H7N2S, computed with wB97M-V/def2-TZVPD.

The calculation puts the molar mass at 103.170 g mol⁻¹. The total energy comes out at -625.8845 Ha. The energy above the lowest of the compared OMol25 structures with the same formula, charge and spin comes out at 2.387 eV. For the HOMO energy, the calculation gives -14.68 eV. The LUMO energy comes out at -4.7586 eV. As for the spin multiplicity: 1. The charge is +1. Its HOMO-LUMO gap is 9.926 eV.

Last column: natural (NBO) charge in e.
Cartesian coordinates (Å):
C1 0.97006 -0.15047 0.16133  0.224
C2 -0.78027 -1.07091 -0.30085  -0.194
C3 -0.27476 0.36332 -0.51820  -0.124
N1 0.48580 -1.35015 0.46473  -0.464
N2 -0.75422 1.37749 0.30563  -0.786
S1 2.54123 0.47305 0.37697  0.238
H1 -1.70491 -0.96479 0.40375  0.223
H2 -0.87423 -1.61528 -1.14196  0.228
H3 -0.21822 0.79537 -1.51239  0.258
H4 0.86903 -2.13940 0.81534  0.433
H5 2.50407 1.69676 -0.36650  0.221
H6 -0.98402 1.00275 1.22159  0.358
H7 -1.77955 1.58226 0.09057  0.386

=====

Record 3
An isolated molecule of C4H5NO2, computed with wB97M-V/def2-TZVPD.

The calculation puts the molar mass at 99.089 g mol⁻¹. The total energy comes out at -360.5775 Ha. The energy above the lowest of the compared OMol25 structures with the same formula, charge and spin comes out at 2.500 eV. For the HOMO energy, the calculation gives -10.09 eV. The LUMO energy comes out at -0.0461 eV. As for the spin multiplicity: 1. Its HOMO-LUMO gap is 10.045 eV. The SMILES is O=CC(=O)N1CC1.

Last column: natural (NBO) charge in e.
Cartesian coordinates (Å):
O1 0.34322 0.73878 2.93868  -0.471
C1 -0.10264 1.26931 1.95701  0.367
C2 -0.01573 0.83385 0.47954  0.569
O2 0.04662 1.78409 -0.27848  -0.547
N1 -0.30842 -0.44992 0.02135  -0.456
C3 -0.34012 -0.52782 -1.43137  -0.250
C4 0.48008 -1.49063 -0.67393  -0.210
H1 -0.61449 2.25402 1.99076  0.132
H2 0.14691 0.33110 -1.89445  0.230
H3 -1.29474 -0.82229 -1.85387  0.208
H4 0.09689 -2.49702 -0.49742  0.215
H5 1.56242 -1.42345 -0.75782  0.212

=====

Record 4
A structure of composition C27H18N5O2RbS2, computed with wB97M-V/def2-TZVPD.

The calculation puts the molar mass at 594.076 g mol⁻¹. The total energy comes out at -2284.5432 Ha. The energy above the lowest of the compared OMol25 structures with the same formula, charge and spin comes out at 0.000 eV. For the HOMO energy, the calculation gives -0.95 eV. The LUMO energy comes out at 3.7296 eV. As for the spin multiplicity: 1. The charge is -2. Its HOMO-LUMO gap is 4.679 eV.

Last column: natural (NBO) charge in e.
Cartesian coordinates (Å):
Rb1 -0.09768 0.03708 0.88139  0.919
C1 1.07514 -4.92202 0.80863  -0.268
C2 1.88751 -5.35052 -0.22513  -0.182
C3 2.29098 -4.43956 -1.18705  -0.250
C4 1.87481 -3.11394 -1.08690  0.152
N1 1.08015 -2.71212 -0.09709  -0.400
C5 0.69005 -3.58687 0.82590  0.044
C6 2.30329 -2.06970 -2.08234  0.250
C7 3.20945 -2.36266 -3.09701  -0.275
C8 3.56782 -1.35379 -3.97568  -0.182
C9 3.03202 -0.09417 -3.81262  -0.241
C10 2.14012 0.12305 -2.76147  0.215
N2 1.78077 -0.85569 -1.93177  -0.392
C11 1.57824 1.47766 -2.49665  0.150
C12 2.35545 2.60555 -2.69886  -0.230
C13 1.85600 3.84262 -2.31158  -0.159
C14 0.60286 3.89403 -1.73834  -0.232
C15 -0.10800 2.70617 -1.59633  0.054
N3 0.35379 1.51979 -1.96899  -0.434
H1 0.73575 -5.59853 1.58140  0.211
H2 2.20433 -6.38491 -0.28834  0.200
H3 2.91897 -4.76590 -2.00347  0.200
H4 0.02284 -3.19659 1.59197  0.252
H5 3.63558 -3.34910 -3.20549  0.198
H6 4.26445 -1.55390 -4.78138  0.200
H7 3.28899 0.71606 -4.48120  0.215
H8 3.37189 2.51681 -3.05784  0.214
H9 2.47341 4.72821 -2.38069  0.227
H10 0.20129 4.81396 -1.33503  0.238
H11 -1.09014 2.71859 -1.13479  0.200
S1 2.80771 1.81246 0.86685  -0.437
C16 2.00209 3.29362 1.14788  -0.207
S2 0.41067 3.32499 1.79876  -0.445
C17 2.65805 4.51335 0.81435  -0.580
C18 3.94085 4.54714 0.20261  0.364
N4 4.95931 4.64321 -0.34372  -0.493
C19 2.05017 5.78942 0.96905  0.357
N5 1.62256 6.86133 1.07095  -0.484
C20 -5.15393 0.52858 1.17083  -0.711
C21 -3.86627 -0.25798 1.41787  0.556
O1 -2.90359 0.02895 0.72300  -0.601
C22 -3.86564 -1.28848 2.45842  -0.283
C23 -5.06179 -1.56215 3.14810  -0.155
C24 -5.16278 -2.50545 4.14208  -0.354
C25 -4.00273 -3.22426 4.49346  -0.190
C26 -2.81617 -2.99479 3.85875  -0.323
C27 -2.66374 -2.02659 2.79585  0.442
O2 -1.54653 -1.87837 2.23685  -0.759
H12 -4.93836 1.26970 0.40518  0.229
H13 -5.49245 1.03310 2.07709  0.215
H14 -5.95897 -0.12423 0.82648  0.208
H15 -5.95205 -1.00390 2.88459  0.189
H16 -6.10466 -2.68347 4.64546  0.188
H17 -4.05118 -3.96747 5.28403  0.186
H18 -1.92032 -3.54006 4.13428  0.197

=====

Record 5
A cluster of 8 separate species, C24H48O24 in total, computed with wB97M-V/def2-TZVPD.

The calculation puts the molar mass at 720.624 g mol⁻¹. The total energy comes out at -2748.6893 Ha. The energy above the lowest of the compared OMol25 structures with the same formula, charge and spin comes out at 11.101 eV. For the HOMO energy, the calculation gives -10.15 eV. The LUMO energy comes out at 0.5423 eV. As for the spin multiplicity: 1. Its HOMO-LUMO gap is 10.695 eV. The SMILES is COC(=O)OC.COC(=O)OC.COC(=O)OC.COC(=O)OC.COC(=O)OC.COC(=O)OC.COC(=O)OC.COC(=O)OC.

Last column: Löwdin charge in e.
Cartesian coordinates (Å):
C1 10.84649 -35.34337 18.19355  -0.045
O1 11.42333 -34.94033 16.98318  0.033
C2 11.64293 -35.87081 16.13857  -0.600
O2 11.32206 -37.07948 16.22508  0.062
O3 12.20329 -35.29354 15.05166  -0.019
C3 12.74445 -36.14214 13.96809  -0.013
H1 10.99084 -34.66266 19.04865  0.102
H2 11.24232 -36.35669 18.47853  0.107
H3 9.74984 -35.60420 17.99599  0.115
H4 13.36050 -35.33101 13.49628  0.107
H5 12.04436 -36.53397 13.23628  0.080
H6 13.30311 -37.01443 14.33962  0.095
C4 11.81837 -42.67236 19.96244  -0.020
O4 12.73663 -43.18491 18.91376  -0.112
C5 13.64827 -44.23302 19.27507  -0.655
O5 13.78451 -44.71026 20.38066  0.108
O6 14.24301 -44.52959 18.23771  0.004
C6 15.22332 -45.64495 18.21326  0.016
H7 12.52677 -42.47286 20.85643  0.117
H8 11.07616 -43.50106 20.02207  0.096
H9 11.58168 -41.72653 19.45066  0.085
H10 14.92384 -46.46624 18.82207  0.068
H11 16.22015 -45.05787 18.66571  0.155
H12 15.54427 -45.92442 17.07400  0.121
C7 10.17798 -48.95328 13.18618  -0.071
O7 11.51029 -48.62377 13.35469  -0.040
C8 11.93321 -47.44732 13.81481  -0.589
O8 11.19798 -46.50006 14.02571  0.103
O9 13.26925 -47.40332 13.96767  -0.019
C9 13.90951 -46.19979 14.51937  -0.025
H13 9.99954 -50.02598 12.84605  0.107
H14 9.79449 -48.23102 12.32475  0.142
H15 9.84697 -48.86397 14.24234  0.106
H16 13.53716 -45.73461 15.45680  0.091
H17 13.70885 -45.55881 13.64893  0.092
H18 15.06179 -46.16890 14.52126  0.111
C10 9.76342 -39.95109 15.54430  -0.103
O10 10.05459 -41.27287 15.26676  0.002
C11 9.78654 -42.17722 16.26218  -0.583
O11 9.57858 -41.87435 17.37134  0.137
O12 10.00594 -43.45381 15.92126  -0.010
C12 9.86115 -44.41493 16.89044  -0.098
H19 8.71206 -39.61282 15.97270  0.132
H20 9.58688 -39.48381 14.56243  0.072
H21 10.63204 -39.33181 15.94175  0.096
H22 10.79758 -44.16965 17.60407  0.110
H23 10.13678 -45.50571 16.55331  0.118
H24 8.97083 -44.33026 17.70967  0.133
C13 3.87806 -37.22125 20.39186  -0.030
O13 4.20572 -36.68642 19.13152  0.004
C14 5.40429 -36.66809 18.62680  -0.599
O14 6.39737 -37.05941 19.17105  0.119
O15 5.39174 -36.43008 17.26325  -0.032
C15 6.66131 -36.59109 16.54549  0.027
H25 3.94656 -38.41992 20.37089  0.153
H26 3.03935 -36.90109 20.84247  0.039
H27 4.71789 -36.82901 21.05436  0.115
H28 6.39930 -36.63870 15.53539  0.079
H29 6.90236 -37.45330 16.93029  0.025
H30 7.22802 -35.80239 16.96327  0.088
C16 5.82712 -44.73709 19.83635  -0.071
O16 6.11476 -44.69809 21.21379  -0.010
C17 7.39465 -44.55999 21.52653  -0.598
O17 8.31624 -44.59435 20.73092  0.085
O18 7.51613 -44.11848 22.79846  0.015
C18 8.80444 -43.66571 23.27437  -0.046
H31 6.65213 -45.40072 19.17525  0.150
H32 5.80918 -43.68601 19.53217  0.087
H33 4.88548 -45.35314 19.58990  0.110
H34 9.62412 -44.28573 23.33357  0.053
H35 8.87314 -43.32262 24.32028  0.105
H36 9.27510 -42.87266 22.64426  0.095
C19 7.86297 -40.96427 20.30524  0.002
O19 6.79146 -40.25311 21.00861  0.003
C20 7.04518 -39.99991 22.25941  -0.569
O20 8.06311 -40.42352 22.89330  0.040
O21 6.00377 -39.50741 22.91724  0.015
C21 6.12855 -39.49216 24.25930  -0.116
H37 7.48956 -41.04800 19.22819  0.105
H38 7.77797 -41.95267 20.71759  0.056
H39 8.95596 -40.46960 20.37945  0.156
H40 5.31253 -39.06493 24.57702  0.014
H41 6.95452 -38.64755 24.78037  0.193
H42 5.97522 -40.47469 24.70981  0.111
C22 5.55674 -40.55030 15.50321  -0.022
O22 5.81966 -40.86895 14.13659  -0.002
C23 6.49230 -39.82080 13.42706  -0.521
O23 6.66907 -38.73659 13.86350  0.133
O24 6.79207 -40.20549 12.16745  0.005
C24 7.72879 -39.36518 11.54792  -0.082
H43 5.29178 -39.54486 15.55787  0.082
H44 6.17444 -40.90535 16.14064  0.032
H45 4.63167 -40.94379 15.65158  0.074
H46 8.76835 -39.23931 11.97124  0.116
H47 7.32036 -38.39766 11.48045  0.061
H48 7.68098 -39.58684 10.41216  0.129

=====

Record 6
A cluster of 2 separate species, CH3ClN2 in total, computed with wB97M-V/def2-TZVPD.

The calculation puts the molar mass at 78.502 g mol⁻¹. The total energy comes out at -609.3591 Ha. The energy above the lowest of the compared OMol25 structures with the same formula, charge and spin comes out at 7.446 eV. For the HOMO energy (spin up / spin down), the calculation gives -8.73 / -10.18 eV. The LUMO energy (spin up / spin down) comes out at -0.3709 / -0.3599 eV. As for the spin multiplicity: 1. Its HOMO-LUMO gap (spin up / spin down) is 8.356 / 9.823 eV.

Last column: natural (NBO) charge in e.
Cartesian coordinates (Å):
C1 -0.21920 -0.38850 -0.34354  0.228
N1 0.56587 0.00868 0.74278  -0.496
N2 -0.75932 0.64690 0.35651  -0.494
Cl1 -0.99565 -1.86478 -0.73634  0.044
H1 1.48519 0.28865 -1.87804  -0.024
H2 0.39774 -0.27834 1.69309  0.363
H3 -0.47463 1.58740 0.16555  0.378